[1]
ORCA calculation (wB97M-V/def2-TZVPD) on a molecular structure, C18H28NTl.

Its total charge is +2. The spin multiplicity is 1. As for the gap between HOMO and LUMO (spin up / spin down): 6.5 / 6.5 eV. For the LUMO energy (spin up / spin down), the calculation gives -0.3379 / -0.3378 Ha. For the total energy, the calculation gives -25286.8905 eV.

Geometry as XYZ:
```
48
C18H28NTl, DFT wB97M-V/def2-TZVPD
C -0.723 -3.373 -0.974
H -0.958 -4.381 -0.617
H -0.773 -3.389 -2.066
H -1.512 -2.728 -0.626
C 0.660 -2.964 -0.520
H 0.926 -2.008 -0.969
H 0.719 -2.808 0.558
C 1.738 -3.978 -0.916
H 2.691 -3.608 -0.551
H 1.563 -4.959 -0.471
H 1.808 -4.089 -2.002
C 0.651 2.203 -0.732
C 1.557 1.304 -1.345
C 0.823 0.486 -2.253
C -0.530 0.898 -2.213
C -0.633 1.967 -1.290
C -1.827 2.831 -1.097
C -1.630 0.354 -3.035
C 1.379 -0.534 -3.168
C 3.017 1.290 -1.133
C 0.989 3.269 0.228
Tl -2.148 0.882 1.248
H -2.598 0.417 -2.517
H -1.726 0.898 -3.990
H -1.445 -0.703 -3.282
H -2.766 2.271 -1.237
H -1.857 3.294 -0.094
H -1.837 3.662 -1.822
H 1.945 3.049 0.722
H 1.094 4.251 -0.267
H 0.225 3.377 1.014
H 3.456 0.350 -1.492
H 3.509 2.114 -1.679
H 3.259 1.411 -0.066
H 0.887 -1.510 -3.017
H 1.237 -0.263 -4.229
H 2.455 -0.667 -2.999
C 0.743 0.777 5.482
C 1.365 -0.189 4.685
C 0.994 -0.312 3.330
N 0.096 0.532 2.775
C -0.383 1.559 3.511
C -0.180 1.647 4.897
H 0.979 0.871 6.547
H 2.123 -0.856 5.078
H 1.407 -1.096 2.685
H -0.974 2.349 2.990
H -0.749 2.401 5.453
```

Quick look at the Mulliken charges, all values in e: -1.209, 0.403, 0.279, 0.268, 0.747, -0.338, 0.185, -1.405, 0.359, 0.401, 0.322, 1.140, 0.398, 0.488, 0.720, -0.213, -1.156, -1.555, -1.217, -1.704, -1.360, 0.903, 0.399, 0.363, 0.361, 0.417, 0.387, 0.381, 0.387, 0.357, 0.227, 0.403, 0.369, 0.427, 0.264, 0.362, 0.346, -0.165, -0.656, -0.180, -0.177, 0.317, -0.958, 0.412, 0.415, 0.369, 0.344, 0.378



[2]
ORCA calculation (wB97M-V/def2-TZVPD) on 4 unconnected molecules or ions with the total composition C21H26F24N3O4.

Its total charge is +1. The spin multiplicity is 1. As for the gap between HOMO and LUMO: 9.5 eV. For the LUMO energy, the calculation gives -0.1281 Ha. For the total energy, the calculation gives -100071.7642 eV.

Geometry as XYZ:
```
78
C21H26F24N3O4, DFT wB97M-V/def2-TZVPD
C 1.650 -0.055 1.069
O 0.898 -1.037 1.778
C -0.194 -1.537 1.080
C -1.466 -0.808 1.484
C -1.649 0.542 0.835
C -2.844 1.112 1.562
N -3.997 0.305 1.145
C -3.802 -0.974 0.972
N -4.873 -1.703 0.560
N -2.654 -1.627 1.121
H 2.688 -0.250 1.273
H 1.425 0.935 1.444
H 1.526 -0.093 -0.004
H -0.318 -2.574 1.377
H -0.044 -1.554 0.004
H -1.438 -0.645 2.549
H -1.905 0.423 -0.212
H -0.774 1.158 0.926
H -2.630 1.019 2.618
H -2.962 2.165 1.379
H -4.822 0.476 1.700
H -5.220 -1.613 -0.374
H -5.262 -2.394 1.170
H -2.483 -2.059 0.218
C 4.880 0.498 -1.646
C 6.045 0.842 -2.588
C 6.913 2.037 -2.195
F 6.196 3.181 -2.157
F 7.890 2.198 -3.115
F 5.571 0.994 -3.842
F 6.862 -0.244 -2.605
O 3.592 0.975 -2.013
C 3.216 2.246 -1.662
C 2.964 3.128 -2.883
F 4.068 3.215 -3.641
F 2.633 4.374 -2.475
F 4.105 2.789 -0.816
F 2.051 2.124 -0.973
H 4.780 -0.585 -1.692
H 5.115 0.724 -0.606
H 7.382 1.872 -1.220
H 2.151 2.719 -3.489
C -9.060 -2.081 -2.869
C -7.782 -2.469 -2.108
C -6.771 -3.339 -2.851
F -7.285 -4.530 -3.184
F -5.702 -3.565 -2.026
F -8.116 -3.034 -0.930
F -7.125 -1.302 -1.802
O -10.215 -2.846 -2.609
C -10.417 -4.022 -3.304
C -10.418 -5.231 -2.371
F -9.245 -5.321 -1.707
F -10.575 -6.357 -3.094
F -9.523 -4.150 -4.301
F -11.630 -3.933 -3.874
H -9.319 -1.085 -2.513
H -8.879 -1.967 -3.938
H -6.410 -2.836 -3.752
H -11.229 -5.152 -1.644
C 6.207 3.716 3.395
C 7.411 3.275 4.243
C 8.474 2.429 3.542
F 7.962 1.260 3.096
F 9.459 2.136 4.419
F 6.966 2.648 5.352
F 8.030 4.413 4.656
O 5.021 2.944 3.514
C 4.864 1.816 2.759
C 4.770 0.560 3.623
F 5.873 0.411 4.371
F 4.655 -0.528 2.820
F 5.834 1.721 1.826
F 3.697 1.954 2.085
H 5.922 4.693 3.779
H 6.479 3.883 2.353
H 8.913 2.974 2.701
H 3.901 0.616 4.283
```

Quick look at the Mulliken charges, all values in e: -0.638, -0.405, -1.132, 0.365, -0.507, -0.700, -0.094, 0.320, -0.297, -0.266, 0.138, 0.224, 0.460, 0.415, 0.452, 0.394, 0.288, 0.245, 0.394, 0.393, 0.310, 0.104, 0.213, 0.321, -0.141, 0.742, 0.212, -0.209, -0.285, -0.278, -0.326, -0.383, 0.715, 0.179, -0.221, -0.262, -0.216, -0.287, 0.432, -0.165, 0.233, 0.275, -0.907, 1.026, 0.113, -0.204, -0.256, -0.295, -0.349, -0.398, 0.772, 0.189, -0.215, -0.249, -0.277, -0.290, 0.437, 0.361, 0.305, 0.260, -0.696, 0.842, 0.095, -0.210, -0.281, -0.274, -0.327, -0.388, 0.760, 0.153, -0.230, -0.239, -0.238, -0.285, 0.437, 0.285, 0.292, 0.268



[3]
ORCA calculation (wB97M-V/def2-TZVPD) on 10 unconnected molecules or ions with the total composition C25H48Br18N2O.

Its SMILES is CC(C)=N[C@@H]1CNC(=O)C1.BrCCBr.BrCCBr.BrCCBr.BrCCBr.BrCCBr.BrCCBr.BrCCBr.BrCCBr.BrCCBr. Its total charge is 0. The spin multiplicity is 1. As for the gap between HOMO and LUMO: 8.1 eV. For the LUMO energy, the calculation gives 0.0072 Ha. For the total energy, the calculation gives -1292495.6720 eV.

Geometry as XYZ:
```
94
C25H48Br18N2O, DFT wB97M-V/def2-TZVPD
C 7.221 1.413 -2.402
C 5.982 1.252 -3.216
C 6.040 0.168 -4.247
N 4.974 2.010 -3.091
C 3.868 1.851 -2.182
C 3.387 0.443 -1.941
N 2.517 0.040 -3.030
C 1.967 1.206 -3.563
O 1.148 1.215 -4.445
C 2.615 2.395 -2.924
H 7.689 2.332 -2.720
H 6.995 1.447 -1.348
H 7.935 0.631 -2.601
H 5.705 -0.738 -3.757
H 7.031 0.011 -4.637
H 5.335 0.416 -5.020
H 3.887 2.422 -1.262
H 4.142 -0.292 -1.702
H 2.737 0.418 -1.076
H 2.960 -0.454 -3.791
H 2.969 2.938 -3.787
H 1.978 3.098 -2.409
Br -5.030 -2.377 -2.764
C -3.848 -1.035 -3.545
C -2.398 -1.413 -3.407
Br -1.768 -1.152 -1.583
H -4.081 -0.098 -3.053
H -4.135 -0.976 -4.589
H -1.776 -0.773 -4.026
H -2.207 -2.452 -3.656
Br -4.375 -6.833 1.672
C -4.431 -5.158 0.680
C -3.527 -5.187 -0.520
Br -1.656 -4.991 -0.028
H -4.173 -4.372 1.382
H -5.468 -5.042 0.372
H -3.739 -4.345 -1.174
H -3.608 -6.112 -1.080
Br -4.370 -2.127 3.504
C -4.398 -0.461 2.497
C -3.486 -0.517 1.305
Br -1.622 -0.341 1.829
H -4.132 0.327 3.193
H -5.430 -0.330 2.178
H -3.662 0.326 0.642
H -3.574 -1.443 0.746
Br -4.069 1.185 -6.478
C -2.202 1.313 -7.022
C -2.022 0.940 -8.467
Br -2.122 -0.985 -8.729
H -1.634 0.683 -6.354
H -1.924 2.351 -6.858
H -1.032 1.229 -8.810
H -2.773 1.382 -9.113
Br 5.102 0.269 0.934
C 6.252 0.974 2.334
C 6.030 2.448 2.524
Br 6.852 3.498 1.103
H 7.272 0.732 2.058
H 5.981 0.432 3.236
H 6.499 2.790 3.445
H 4.977 2.707 2.537
Br 1.188 -0.307 3.888
C 0.285 -1.384 5.229
C -0.449 -0.530 6.224
Br 0.764 0.303 7.499
H 1.040 -2.012 5.688
H -0.417 -2.004 4.674
H -1.124 -1.138 6.820
H -1.004 0.272 5.751
Br -9.147 -6.554 2.553
C -7.950 -7.720 3.547
C -7.544 -7.115 4.864
Br -6.225 -5.711 4.620
H -7.100 -7.916 2.902
H -8.507 -8.640 3.707
H -7.063 -7.862 5.491
H -8.378 -6.676 5.400
Br 4.046 3.928 5.847
C 4.001 5.710 5.066
C 5.031 5.862 3.982
Br 6.827 6.066 4.702
H 4.142 6.414 5.878
H 3.000 5.821 4.656
H 4.851 6.763 3.403
H 5.058 5.007 3.316
Br -4.298 2.823 0.807
C -3.001 4.059 0.052
C -1.592 3.584 0.292
Br -1.029 3.877 2.129
H -3.200 5.031 0.490
H -3.216 4.090 -1.013
H -0.895 4.151 -0.320
H -1.472 2.522 0.095
```

Quick look at the Mulliken charges, all values in e: -0.820, 0.666, -1.397, -0.445, 0.881, -1.285, -0.214, 0.435, -0.710, -0.988, 0.297, 0.025, 0.378, 0.244, 0.497, 0.377, 0.308, 0.463, 0.305, 0.357, 0.290, 0.260, -0.189, -0.569, -0.273, -0.082, 0.414, 0.283, -0.011, 0.425, -0.172, -0.296, -0.003, -0.148, 0.060, 0.386, -0.289, 0.447, -0.201, -0.651, -0.278, -0.018, 0.408, 0.415, 0.084, 0.255, -0.137, -0.402, -0.633, -0.141, 0.220, 0.348, 0.371, 0.394, -0.102, -0.583, -0.687, -0.114, 0.418, 0.410, 0.386, 0.373, -0.144, -0.591, -0.511, -0.152, 0.399, 0.274, 0.370, 0.307, -0.127, -0.471, -0.569, -0.109, 0.235, 0.345, 0.324, 0.366, -0.138, -0.562, -0.309, -0.115, 0.387, 0.346, 0.361, 0.007, -0.118, -0.578, -0.451, -0.109, 0.392, 0.367, 0.343, 0.188